Record 1
Here is a structure of composition C13H20NPdS4Se from OMol25. Energies are from the ωB97M-V functional and the def2-TZVPD basis.

Net charge   -1
Relative energy (zero: lowest compared OMol25 entry of this formula, charge and spin)   19.6 kJ/mol
LUMO energy   2.54 eV

Each line ends with the natural charge from an NBO analysis.
Geometry (Å):
C (1.99789, -0.24902, -3.56803)  -0.3246
S (-1.02942, 0.70665, 3.75615)  0.1837
H (-1.79100, 0.66902, -2.00297)  0.2180
N (0.64880, 0.63318, -5.35784)  -0.4865
H (0.75240, -0.85556, 4.10667)  0.2394
C (2.18367, 1.37699, 0.62485)  -0.5225
H (-3.26534, 0.05244, 2.30073)  0.2178
H (1.30944, 0.13906, -0.90377)  0.2760
H (-0.68174, -0.52373, -1.31807)  0.2739
H (1.96000, 2.31385, 1.13836)  0.2108
C (-2.85729, -0.93873, 2.50277)  -0.5392
H (-2.50033, -0.99500, 4.62862)  0.2028
H (0.81066, 0.46189, 5.29151)  0.2042
H (-1.19021, -1.68158, 3.64783)  0.2409
H (-1.13424, -0.33967, -5.68158)  0.1698
H (-3.07550, 0.48726, 0.27487)  0.2113
C (-0.08187, -1.25900, -4.06064)  -0.3222
H (2.47410, 1.41542, -4.82622)  0.1703
C (1.26657, 1.18156, -0.57648)  -0.5676
H (1.33857, 1.93404, 3.11740)  0.2198
H (-3.69229, -1.60636, 2.72096)  0.2094
C (-1.92266, -0.87610, 3.70929)  -0.5377
H (2.61906, 1.06653, 3.96994)  0.2067
Se (1.31558, -2.47187, -1.84209)  -0.4470
C (-0.23664, -0.32186, -5.06766)  0.0184
C (1.74677, 0.64086, -4.59531)  0.0181
C (1.70289, 0.94285, 3.39002)  -0.5396
H (-3.23197, -0.79803, -0.92276)  0.2161
S (-2.02357, -1.54490, 0.99800)  0.2492
C (-1.38765, 0.27247, -1.07078)  -0.5633
H (2.91183, -0.16966, -2.99246)  0.2126
C (1.06728, -1.25304, -3.25477)  -0.1491
H (1.62026, 1.80889, -1.39619)  0.2171
S (2.11220, 0.03219, 1.86516)  0.2463
Pd (0.25226, -1.19514, 1.24915)  -0.1650
S (-0.47212, 1.59583, -0.22169)  0.1577
C (0.65447, 0.22239, 4.23760)  -0.5373
H (3.21393, 1.43307, 0.27144)  0.2186
H (-0.85149, -2.00345, -3.89577)  0.2138
C (-2.53333, -0.30368, -0.24625)  -0.5211

=====

Record 2
Here is a cluster of 2 separate species, C5H13NO in total from OMol25. Energies are from the ωB97M-V functional and the def2-TZVPD basis.

Net charge   0
SMILES   CC(C)=C(C)N.O
Relative energy (zero: lowest compared OMol25 entry of this formula, charge and spin)   363.6 kJ/mol
LUMO energy   0.33 eV

Each line ends with the natural charge from an NBO analysis.
Geometry (Å):
H (2.05814, 0.26546, 0.34889)  0.3855
C (-1.23194, 0.09227, -0.02397)  -0.6588
N (1.07846, 0.34341, 0.72533)  -0.8126
O (-1.65548, 5.93862, -1.20144)  -0.9331
C (0.14197, -0.56944, 0.37707)  0.2018
H (0.35142, -3.13685, 1.59039)  0.2108
C (0.30937, -1.89670, 0.06528)  -0.1217
H (-1.90074, 5.53596, -0.31354)  0.4672
C (-0.26336, -3.19834, 0.63768)  -0.6212
C (1.81798, -2.12313, -0.34441)  -0.6315
H (2.49496, -2.33211, 0.43290)  0.1911
H (-0.07705, -4.19292, 0.33613)  0.2243
H (-1.91517, -0.05518, 0.86624)  0.2155
H (-1.29874, -3.06590, 0.88095)  0.2100
H (-0.92528, 5.28976, -1.48892)  0.4660
H (0.81885, 1.39068, 0.64332)  0.3779
H (2.04968, -2.80567, -1.10464)  0.2130
H (-1.60346, -0.54836, -0.76047)  0.2242
H (-1.28412, 1.11173, -0.50891)  0.2159
H (2.28204, -1.19744, -0.65809)  0.1758

=====

Record 3
Here is a structure of composition C33H54AsBCoN8O4 from OMol25. Energies are from the ωB97M-V functional and the def2-TZVPD basis.

Net charge   0
Spin multiplicity   4
Relative energy (zero: lowest compared OMol25 entry of this formula, charge and spin)   30.6 kJ/mol
LUMO energy (alpha / beta)   0.16 / 0.16 eV

Each line ends with the Mulliken charge.
Geometry (Å):
C (2.39689, 1.21909, -3.38055)  -0.5724
H (1.85098, 0.93126, -4.28341)  0.4286
C (3.29057, -1.73308, -3.66536)  -1.2965
O (1.27527, -0.75064, -1.65462)  -0.1389
B (-1.65880, 1.65516, -1.23032)  -0.4023
O (2.45846, -5.89189, 1.10059)  -0.7371
H (1.85798, 4.77505, -1.44293)  0.6047
C (2.69048, 2.95660, 0.77950)  2.6821
C (2.42845, -1.28262, 3.36312)  -1.3381
C (-2.43334, -1.58405, -2.75426)  -1.6167
C (-3.71886, -3.41779, -0.69605)  -2.0553
C (2.50167, 1.87087, 1.83049)  -1.4371
N (-0.28396, 2.36130, -1.17283)  0.4602
N (-1.63934, 0.96234, 1.21233)  0.4840
C (-3.63650, 1.67577, 1.90440)  -1.3181
C (1.56845, 2.92438, -0.23570)  -0.6290
H (3.39474, 1.78955, 2.44820)  0.5389
H (1.77218, 1.87561, -2.77221)  -0.1648
H (-1.74571, -5.25546, -0.72501)  0.4548
C (-2.20547, -3.15116, -0.67192)  3.2916
H (-2.37725, 2.31006, -1.91560)  -0.1802
H (3.76147, 0.06727, -0.16371)  0.0859
H (-1.59974, 1.10407, -4.47594)  0.1563
H (2.92114, 5.12763, 0.76159)  0.3927
H (-5.29398, 3.04505, 0.26383)  0.4280
H (-1.27144, 2.28398, 4.31940)  0.3325
H (2.29958, 0.90297, 1.36810)  -0.6903
As (2.74525, -0.39524, -2.40935)  1.2666
H (2.18137, -6.23212, -1.14112)  0.3389
H (3.50408, -1.35703, 3.52719)  0.4032
C (1.29104, -2.21393, -1.31067)  -0.5686
H (-4.48595, 1.87990, 2.52405)  0.5975
H (4.90217, 0.47765, -1.49510)  0.5443
H (-1.64220, 4.52114, -2.47973)  0.1970
H (-0.72461, -2.73425, 0.86182)  0.0446
H (1.92494, -1.72596, 4.21871)  0.4247
O (1.01860, -2.94879, -2.23935)  -0.6632
C (2.16861, -5.01046, 0.28392)  0.2187
C (1.62620, -2.43673, 0.02176)  -0.4867
H (-0.89399, 3.48533, -3.68014)  0.1903
H (-4.27235, -2.54720, -0.34601)  0.3683
H (2.15833, -0.23536, 3.29760)  -0.0091
H (-3.95264, 3.68710, -0.68818)  0.2155
H (3.42495, 4.35605, 2.26162)  0.4649
H (-4.70522, 2.16899, -1.15082)  0.2443
C (-3.46651, 2.03948, 0.58667)  0.5052
N (-2.25423, 1.60421, 0.19335)  0.1803
H (1.70771, 4.54265, 1.89549)  0.3779
H (3.33164, 1.71454, -3.64693)  0.4454
C (1.29616, 3.89341, -1.20965)  -1.0851
H (-0.56492, -0.65088, 4.58034)  0.6388
H (-1.82448, 1.19816, 5.59614)  0.4832
H (-0.83728, -1.16889, 2.91203)  0.0398
C (4.17293, -0.24424, -1.12992)  -1.4350
C (-1.78209, -2.95779, 0.78380)  -2.2360
H (-1.97959, -3.86789, 1.34893)  0.7877
N (-1.45362, -0.79503, -0.91715)  0.4039
H (-0.12573, 5.01448, -3.23667)  0.4520
H (-4.06025, -3.65635, -1.70153)  0.3579
N (0.62027, 2.00236, -0.24430)  0.5828
C (-3.24643, -0.53135, 4.01782)  -1.7743
C (-1.96723, -1.88480, -1.46358)  -0.4493
H (-2.98955, 2.12643, 4.65470)  0.3911
N (-1.60922, 0.22273, -1.79783)  0.9500
O (2.08006, -5.27033, -1.05734)  -0.4023
C (4.04470, 2.77253, 0.08322)  -1.7015
H (2.46040, -3.98985, 2.67241)  0.2900
H (-1.78474, -4.49830, -2.31573)  0.3297
C (2.68400, 4.33239, 1.46419)  -2.0484
C (-2.13398, 0.43189, 3.59375)  3.0739
H (-0.40483, -4.23415, -1.26522)  0.1439
H (-2.94533, 0.04163, -4.87895)  0.4236
H (4.85207, 2.74916, 0.81208)  0.4568
N (2.17357, -3.31499, 1.98167)  -0.1142
H (4.23462, 3.58868, -0.61117)  0.4520
C (-4.40373, 2.77630, -0.30044)  -1.4942
H (-3.19424, 1.42811, -3.81832)  0.2206
C (-2.19314, -0.23792, -2.92183)  0.5306
C (2.06743, -1.98315, 2.10265)  0.1160
H (4.21272, -1.37399, -4.13074)  0.4673
H (1.65807, 2.10642, 2.47491)  0.5605
H (-4.20540, -0.02584, 4.07543)  0.3615
C (0.10118, 3.49517, -1.78344)  0.2193
C (-2.05094, 1.58201, 4.60408)  -2.0423
H (-2.89432, -2.24514, -3.45736)  0.6207
C (-1.48508, -4.35594, -1.27976)  -1.6306
C (-0.68626, 4.16307, -2.85474)  -1.4951
H (-3.95552, -4.26165, -0.04891)  0.4898
H (3.45810, -2.67497, -3.13804)  0.3788
H (-2.33267, -2.13419, 1.23545)  0.0377
N (1.72396, -1.40080, 0.97263)  0.6466
C (1.93027, -3.66224, 0.65651)  0.7528
H (-0.01192, 0.35095, 3.23045)  -0.1349
Co (0.08918, -0.01766, 0.40409)  1.6254
H (-3.33882, -1.34975, 3.30729)  0.2450
C (-2.45786, 1.00360, 2.24554)  -0.7161
H (2.50391, -1.87963, -4.40858)  0.3855
H (4.06433, 1.83078, -0.48845)  -0.1401
C (-2.50070, 0.63488, -4.08629)  -1.5250
C (-0.80416, -0.30755, 3.57650)  -1.5743
H (4.63036, -1.23025, -1.03304)  0.5483
H (-3.02538, -0.95088, 4.99647)  0.4712

=====

The following strongest force on any atom values (in Eh/bohr) correspond, in order, to the records above: 0.003; 0.089; 0.022.